[1]
Here is a structure of composition C47H47ClN10O11SbY in a non-equilibrium geometry from OMol25. Energies are from ωB97M-V/def2-TZVPD.

Values from the calculation:
Calculated total energy = -3933.1846 a.u.
ΔE to the lowest compared entry with this formula, charge and spin = 46.21 kJ/mol
Highest occupied orbital energy = -8.211 eV

Cartesian coordinates (Å):
Y1 -0.006163 0.190567 0.028877
C1 -1.713177 1.789888 3.948725
C2 -2.898706 2.425402 3.577281
C3 -3.139170 2.677903 2.249322
C4 -2.198251 2.289301 1.284783
N1 -1.095335 1.614247 1.645308
C5 -0.855046 1.387854 2.952007
N2 -2.490700 2.704621 -0.005122
C6 -1.879185 2.463245 -1.109800
N3 -0.819560 1.624017 -1.412917
C7 -0.394527 1.848632 -2.695162
N4 0.651490 1.427392 -3.327656
C8 1.672343 0.633973 -2.838898
C9 2.808926 0.569672 -3.661557
C10 3.887599 -0.194333 -3.288160
C11 3.840855 -0.906162 -2.088601
C12 2.701853 -0.799403 -1.326306
N5 1.641935 -0.051586 -1.683818
C13 -1.330514 2.809085 -3.326253
C14 -1.377332 3.326895 -4.606790
C15 -2.392357 4.234323 -4.884715
C16 -3.310346 4.613855 -3.905695
C17 -3.243556 4.098212 -2.616605
C18 -2.240254 3.184894 -2.355368
H1 -1.468995 1.596490 4.982581
H2 -3.617074 2.725404 4.327487
H3 -4.030184 3.179461 1.907815
H4 0.071077 0.866940 3.176831
H5 2.792227 1.135780 -4.579999
H6 4.764646 -0.239927 -3.918984
H7 4.662530 -1.512421 -1.742921
H8 2.630580 -1.311357 -0.376025
H9 -0.653930 3.030738 -5.350985
H10 -2.473435 4.659876 -5.876195
H11 -4.084993 5.325246 -4.156906
H12 -3.941879 4.387110 -1.845365
O1 -4.714914 -2.101715 3.302739
C19 -3.689262 -2.863330 3.650984
O2 -3.807615 -3.799251 4.397594
C20 -2.347239 -2.500803 3.102848
C21 -1.147544 -3.044753 3.542499
Cl1 -0.839538 -4.246158 4.695709
N6 -0.142274 -2.490203 2.836930
N7 -0.623893 -1.620292 1.928045
C22 -1.941271 -1.603048 2.096595
C23 -2.749884 -0.777111 1.132554
O3 -3.903212 -0.464286 1.413726
O4 -2.128590 -0.497703 0.057372
C24 1.255933 -2.721403 2.989493
C25 1.828485 -2.508608 4.232485
C26 3.175448 -2.782151 4.407827
C27 3.933201 -3.262472 3.349093
C28 3.345764 -3.454635 2.106223
C29 2.000507 -3.180132 1.917053
H13 -4.467361 -1.402554 2.629920
H14 1.229112 -2.130500 5.050699
H15 3.632214 -2.612514 5.371825
H16 4.984725 -3.467549 3.485906
H17 3.939421 -3.809530 1.276059
H18 1.534172 -3.347224 0.954942
O5 6.225045 3.608841 4.569099
N8 5.216782 4.054500 4.063505
O6 4.832494 5.200476 4.161048
C30 4.395216 3.137940 3.279662
C31 4.792807 1.819219 3.140328
C32 4.019874 0.956094 2.396742
C33 2.759256 1.314089 1.819234
O7 1.903058 0.484221 1.387016
C34 2.498747 2.722616 1.923156
C35 3.257927 3.612395 2.649578
N9 1.366701 3.287795 1.202631
O8 1.013473 2.732600 0.166922
O9 0.857791 4.293730 1.633607
N10 4.589336 -0.370839 2.182416
O10 5.383089 -0.785468 2.998852
O11 4.338877 -0.918478 1.128888
H19 5.711914 1.469489 3.590291
H20 2.969872 4.651994 2.718520
C36 -0.197243 -1.553555 -5.191670
C37 -0.289869 -2.831005 -4.354710
C38 -0.822619 -3.944252 -5.251593
C39 1.121339 -3.215664 -3.905216
Sb1 -1.361454 -2.283699 -2.508270
C40 -3.329138 -1.629414 -3.239652
C41 -3.159551 -0.130994 -3.503931
C42 -4.429347 -1.788717 -2.193864
C43 -3.780884 -2.329742 -4.518078
C44 -1.683892 -4.208250 -1.485661
C45 -0.449294 -4.383229 -0.601297
C46 -2.896622 -4.146822 -0.555142
C47 -1.830837 -5.424792 -2.390963
H21 0.477784 -1.727496 -6.035031
H22 0.188102 -0.699862 -4.633323
H23 -1.161259 -1.265661 -5.607975
H24 -0.165973 -4.016486 -6.124604
H25 -1.826752 -3.753368 -5.621880
H26 -0.818926 -4.918762 -4.770551
H27 1.756424 -3.366853 -4.782823
H28 1.129895 -4.147081 -3.338378
H29 1.587688 -2.440917 -3.294105
H30 -2.973613 0.401861 -2.572030
H31 -4.080013 0.269991 -3.937986
H32 -2.346868 0.093103 -4.196395
H33 -4.149345 -1.413361 -1.211668
H34 -4.760128 -2.821625 -2.102252
H35 -5.293230 -1.204572 -2.524990
H36 -3.142081 -2.104135 -5.369811
H37 -4.786987 -1.980162 -4.770256
H38 -3.833509 -3.414187 -4.406084
H39 -0.428454 -3.601841 0.160966
H40 0.490869 -4.348428 -1.155356
H41 -0.493842 -5.345013 -0.080945
H42 -2.989444 -3.196953 -0.028012
H43 -2.799587 -4.933286 0.199513
H44 -3.829142 -4.324846 -1.085695
H45 -0.896317 -5.674904 -2.892420
H46 -2.603432 -5.297307 -3.148296
H47 -2.107185 -6.290634 -1.781294

Atomic forces in eV per Å
Y 0.85 -0.79 1.17
C 0.07 -0.10 -0.05
C 0.02 -0.01 -0.03
C 0.12 -0.01 0.13
C -0.19 0.17 -0.23
N 0.00 0.02 -0.06
C -0.12 0.22 -0.03
N 0.09 -0.08 -0.14
C 0.10 0.06 -0.05
N -0.07 0.31 -0.22
C 0.02 0.13 0.04
N -0.13 -0.01 0.07
C -0.01 0.18 -0.18
C 0.01 -0.12 0.02
C -0.01 -0.03 0.07
C -0.15 0.04 0.01
C 0.04 0.02 -0.22
N -0.15 0.26 -0.04
C -0.01 -0.01 -0.12
C -0.07 0.00 0.14
C -0.02 0.02 -0.02
C 0.00 -0.01 0.01
C 0.09 -0.07 -0.07
C -0.12 0.05 0.03
H -0.02 -0.01 0.03
H -0.02 0.01 0.03
H -0.03 0.03 -0.01
H -0.06 -0.01 -0.01
H 0.00 0.01 -0.03
H 0.04 -0.01 -0.02
H 0.07 -0.03 0.01
H 0.00 -0.01 0.06
H 0.06 -0.02 -0.06
H 0.00 0.00 -0.01
H -0.03 0.02 -0.01
H -0.04 0.02 0.04
O 0.09 0.09 -0.16
C -0.05 0.10 -0.02
O -0.04 -0.04 0.04
C 0.20 0.12 0.14
C -0.15 -0.09 0.02
Cl -0.06 0.00 0.00
N -0.13 0.20 -0.11
N 0.01 0.17 -0.20
C -0.06 -0.38 -0.16
C 0.01 -0.21 0.05
O -0.11 -0.08 0.01
O -0.18 0.19 0.13
C 0.08 -0.02 0.03
C 0.14 0.09 0.01
C -0.05 -0.01 -0.03
C -0.09 -0.09 -0.02
C 0.04 0.01 0.05
C 0.00 -0.11 0.01
H 0.02 -0.13 0.12
H -0.01 -0.03 -0.03
H 0.04 0.00 0.04
H 0.01 -0.01 0.00
H 0.02 -0.01 -0.01
H -0.04 0.01 0.04
O 0.16 -0.02 0.09
N -0.11 -0.10 -0.08
O -0.01 0.19 0.04
C -0.07 -0.01 -0.10
C -0.08 0.09 -0.11
C -0.04 -0.01 0.17
C -0.25 0.17 0.28
O -0.10 -0.29 -0.33
C -0.04 0.03 -0.10
C 0.11 -0.25 0.05
N 0.14 -0.17 0.03
O 0.11 0.13 0.02
O -0.13 0.11 -0.04
N 0.28 0.48 -0.32
O 0.06 -0.22 0.26
O -0.11 -0.20 -0.07
H -0.06 0.03 -0.02
H 0.03 -0.05 0.00
C 0.00 0.04 0.04
C 0.10 0.02 -0.07
C -0.07 -0.05 0.02
C -0.02 0.02 0.03
Sb 0.03 0.01 0.06
C -0.06 0.06 -0.13
C 0.04 -0.04 0.00
C -0.01 -0.06 0.02
C 0.00 -0.01 0.02
C -0.01 -0.10 0.04
C 0.00 0.06 0.05
C -0.06 0.03 -0.02
C 0.07 -0.02 0.00
H 0.06 -0.01 -0.06
H 0.01 0.01 0.04
H -0.08 0.01 -0.03
H 0.04 -0.01 -0.07
H -0.03 0.01 0.01
H 0.00 0.01 0.01
H 0.05 -0.01 -0.08
H -0.01 -0.07 0.05
H 0.01 0.05 0.04
H 0.01 0.02 0.06
H -0.07 0.02 -0.03
H 0.06 0.01 -0.03
H 0.04 0.03 0.05
H 0.01 -0.01 0.02
H -0.06 0.03 -0.02
H 0.05 0.01 -0.02
H -0.06 0.03 -0.02
H 0.01 -0.02 0.03
H 0.03 0.05 0.03
H 0.03 0.01 -0.06
H -0.01 -0.07 0.02
H 0.03 0.04 0.02
H -0.01 -0.06 0.05
H -0.01 0.02 -0.03
H 0.02 0.02 -0.02
H -0.05 0.03 -0.04
H -0.01 -0.06 0.05

---

[2]
Here is a structure of composition C47H47MnN6OP2S4 from OMol25. Energies are from ωB97M-V/def2-TZVPD.

Values from the calculation:
Calculated total energy = -5649.2957 a.u.
ΔE to the lowest compared entry with this formula, charge and spin = 20.49 kJ/mol
Spin multiplicity = 4
Highest occupied orbital energy (spin up / spin down) = -8.837 / -9.035 eV
Total charge = +1

Cartesian coordinates (Å):
Mn1 -0.124178 0.422047 0.552099
S1 1.732754 -0.826804 0.972261
C1 1.261431 -1.716044 2.434010
C2 2.026367 -2.794626 2.872232
C3 1.693507 -3.475183 4.033547
C4 0.585465 -3.082534 4.772668
C5 -0.183492 -2.013316 4.340584
C6 0.141662 -1.329915 3.175241
S2 -0.877166 0.034646 2.647650
H1 2.889729 -3.093142 2.291161
H2 2.300479 -4.309386 4.357063
H3 0.320213 -3.602467 5.682393
H4 -1.044443 -1.695288 4.913382
C7 -6.122514 -3.387704 -3.813279
S3 -4.710205 -2.831729 -4.780511
C8 -4.804251 -1.060849 -4.427268
C9 -4.027101 -0.631657 -3.190923
C10 -2.537364 -0.874373 -3.346090
N1 -1.770003 -0.391647 -2.171799
P1 -1.325769 1.144728 -1.907068
C11 -1.684529 2.151348 -3.316490
C12 -0.950194 2.014031 -4.497942
C13 -1.247745 2.811722 -5.585466
C14 -2.275693 3.746348 -5.497352
C15 -3.003064 3.889290 -4.327021
C16 -2.706748 3.094545 -3.228864
C17 -2.027538 1.750869 -0.404813
C18 -3.185363 1.121632 0.091285
C19 -3.782978 1.596162 1.241279
C20 -3.240723 2.690760 1.906399
C21 -2.118532 3.336597 1.411348
C22 -1.514679 2.880404 0.249602
P2 -1.176084 -1.426198 -0.881597
C23 -2.559285 -2.474717 -0.403747
C24 -3.006202 -3.539427 -1.186962
C25 -4.101080 -4.280494 -0.777615
C26 -4.745208 -3.970930 0.414465
C27 -4.283989 -2.934905 1.213569
C28 -3.187110 -2.187190 0.809954
C29 -0.038075 -2.520457 -1.753279
C30 0.493336 -2.210691 -3.000414
C31 1.456787 -3.028628 -3.575472
C32 1.897099 -4.154955 -2.898480
C33 1.376369 -4.462356 -1.648205
C34 0.415688 -3.650076 -1.072172
H5 -6.151444 -4.474302 -3.873218
H6 -7.052093 -2.995831 -4.222716
H7 -6.033179 -3.109990 -2.764054
H8 -5.857252 -0.798123 -4.316177
H9 -4.444395 -0.532018 -5.312948
H10 -4.396706 -1.169038 -2.312513
H11 -4.198723 0.436780 -3.014621
H12 -2.163390 -0.395379 -4.254865
H13 -2.315363 -1.937464 -3.442557
H14 -0.151954 1.284038 -4.579872
H15 -0.681915 2.711619 -6.500364
H16 -2.504757 4.368145 -6.351252
H17 -3.793191 4.623357 -4.264610
H18 -3.267276 3.212960 -2.309726
H19 -3.599909 0.260407 -0.413803
H20 -4.657552 1.098869 1.635793
H21 -3.696398 3.040443 2.822511
H22 -1.698194 4.186596 1.929072
H23 -0.651909 3.404322 -0.139040
H24 -2.489005 -3.810133 -2.099278
H25 -4.444741 -5.109669 -1.379803
H26 -5.596016 -4.557831 0.733290
H27 -4.760192 -2.723021 2.160680
H28 -2.783728 -1.409347 1.450173
H29 0.158158 -1.333139 -3.538420
H30 1.859747 -2.790613 -4.549680
H31 2.648160 -4.794095 -3.340901
H32 1.727148 -5.334886 -1.114163
H33 0.036003 -3.892627 -0.086498
N2 0.324719 1.153831 -1.603090
C35 1.384397 1.521820 -2.086772
N3 2.450233 1.753276 -2.577015
C36 3.498951 2.553340 -2.486450
N4 4.430552 3.223146 -2.445175
C37 5.188369 5.157825 2.841883
C38 4.580669 4.712181 1.521330
C39 4.647006 3.207202 1.319534
N5 3.871674 2.479928 2.324668
C40 2.597758 2.168468 2.205865
S4 1.686354 2.680225 0.845804
N6 1.993127 1.424625 3.169832
C41 2.482898 0.808629 4.330726
O1 1.722071 0.565718 5.232090
C42 3.919734 0.403392 4.363376
C43 4.418374 -0.392292 3.335356
C44 5.737546 -0.813265 3.383512
C45 6.553669 -0.420577 4.437792
C46 6.052565 0.377451 5.456825
C47 4.725937 0.783889 5.428804
H34 5.173851 6.241499 2.942611
H35 6.226635 4.833722 2.928964
H36 4.640422 4.751548 3.693804
H37 5.102404 5.181745 0.685069
H38 3.535881 5.024583 1.454279
H39 5.674148 2.847742 1.413101
H40 4.281206 2.919331 0.335034
H41 4.359245 2.160705 3.148939
H42 0.982099 1.309301 3.074051
H43 3.770000 -0.673333 2.512344
H44 6.130237 -1.444896 2.599427
H45 7.585123 -0.742944 4.466840
H46 6.690536 0.672654 6.277387
H47 4.312098 1.382061 6.229451

Atomic forces in eV per Å
Mn 0.58 0.34 0.65
S -0.42 -0.37 -0.22
C -0.08 0.13 -0.05
C 0.00 -0.02 0.06
C 0.00 0.03 -0.04
C 0.01 0.06 -0.07
C 0.00 -0.08 0.05
C -0.07 0.07 -0.10
S 0.02 -0.16 -0.02
H 0.04 -0.03 -0.02
H 0.02 -0.03 0.03
H 0.00 -0.02 0.03
H -0.03 0.02 0.02
C -0.08 -0.10 0.10
S 0.02 -0.05 -0.05
C -0.10 0.10 -0.03
C -0.03 0.00 0.02
C 0.10 0.05 0.00
N -0.08 -0.39 -0.11
P 0.23 0.13 -0.26
C -0.02 0.16 -0.05
C 0.06 -0.08 0.00
C -0.08 0.07 0.01
C 0.04 -0.04 -0.04
C 0.04 -0.04 0.03
C -0.05 0.03 -0.02
C -0.23 -0.01 0.07
C 0.02 0.08 0.09
C 0.06 0.00 -0.03
C 0.00 0.03 0.03
C -0.01 -0.07 -0.06
C 0.09 0.02 0.02
P 0.11 -0.04 -0.22
C -0.07 0.06 0.03
C 0.01 -0.05 -0.04
C -0.01 0.01 0.01
C -0.01 0.01 0.03
C 0.03 -0.01 -0.03
C 0.02 -0.07 -0.02
C -0.02 -0.02 -0.03
C 0.06 -0.02 -0.03
C -0.03 -0.04 0.08
C -0.01 0.01 0.02
C 0.02 -0.01 0.01
C 0.02 0.00 -0.02
H 0.02 0.00 -0.03
H 0.01 0.03 -0.02
H 0.05 0.03 0.02
H 0.01 0.01 -0.04
H 0.06 -0.04 0.02
H 0.03 -0.01 0.02
H -0.02 0.01 0.00
H -0.02 0.03 0.03
H -0.09 0.03 -0.01
H 0.01 -0.02 0.05
H 0.02 -0.01 -0.03
H -0.01 0.03 -0.02
H -0.03 0.01 0.01
H 0.01 -0.01 0.02
H 0.02 -0.02 -0.03
H -0.02 -0.02 0.00
H -0.01 0.00 0.01
H 0.01 0.01 0.01
H -0.02 -0.02 -0.02
H -0.01 0.04 -0.03
H -0.01 -0.03 -0.03
H -0.02 -0.02 0.00
H -0.02 0.01 0.03
H -0.02 0.02 0.01
H -0.02 0.04 -0.02
H 0.01 0.03 -0.04
H 0.02 -0.01 -0.02
H 0.00 -0.01 0.00
H -0.04 0.04 0.01
N -0.15 -0.02 -0.30
C 0.03 0.03 0.19
N -0.13 -0.16 -0.04
C -0.22 -0.04 0.08
N 0.15 0.09 -0.01
C 0.02 0.02 0.09
C -0.02 0.05 -0.09
C 0.07 -0.13 0.08
N 0.16 0.13 -0.08
C -0.12 -0.28 -0.22
S -0.18 -0.13 0.31
N -0.15 0.42 0.01
C 0.20 -0.14 0.25
O 0.03 0.14 -0.02
C -0.10 0.01 -0.08
C 0.13 -0.01 0.02
C -0.04 0.05 0.05
C 0.00 0.00 0.00
C -0.02 -0.01 -0.03
C 0.02 -0.09 0.03
H -0.01 0.04 -0.03
H 0.04 -0.01 -0.01
H -0.02 -0.03 0.01
H 0.03 0.01 -0.01
H 0.01 0.00 -0.01
H 0.01 0.05 -0.01
H 0.02 0.06 0.07
H 0.04 0.01 -0.03
H -0.04 0.07 -0.05
H 0.11 0.07 0.04
H 0.02 -0.03 -0.04
H 0.04 -0.01 0.01
H 0.02 0.02 0.03
H -0.03 0.02 0.01

---

Look up the calculated total energy of the first one. -3933.1846 a.u.

---

The highest ΔE to the lowest compared entry with this formula, charge and spin belongs to which entry? C47H47ClN10O11SbY

---

Which of these has the highest ΔE to the lowest compared entry with this formula, charge and spin? C47H47ClN10O11SbY

---

Which formula does entry 1 have? C47H47ClN10O11SbY